[1]
C8H14 | ωB97M-V with the def2-TZVPD basis set

The geometry in XYZ format:
```
22
Properties=species:S:1:pos:R:3
C -2.64653 -0.59394 -0.42782
C 1.99277 0.95244 -0.15192
C -1.52256 -0.26444 0.39942
C -2.71045 -1.32166 -1.63745
C 0.63401 0.81739 0.01948
C -0.18886 -0.41490 -0.29535
C 2.89434 1.97800 0.20125
C 0.42360 -1.69896 0.26785
H 3.96418 1.71442 0.36751
H 3.17142 3.45023 6.15450
H 0.83175 -1.39115 1.22527
H -3.55195 -0.17975 -0.12787
H 2.55787 0.02303 -0.36726
H -3.49233 -1.20128 -2.35194
H 2.52990 2.66962 0.90212
H -0.30657 -2.49900 0.38388
H -0.05465 1.65341 0.05647
H 1.11198 -2.04698 -0.53617
H -1.80154 -1.77746 -2.07251
H -1.67316 0.15540 1.38360
H 3.91020 3.21678 6.09102
H -0.45512 -0.51081 -1.36146
```

Values from the calculation:
- LUMO energy (eV) = -2.25
- HOMO-LUMO gap (eV) = 3.7
- ΔE to the lowest compared entry with this formula, charge and spin (kJ/mol) = 745.07
- HOMO (eV) = -5.988
- net charge = 0

Atom charges from the natural (NBO) analysis, given in e for atoms 1 to 4: number 1, C, carries -0.26; number 2, C, carries -0.25; number 3, C, carries -0.11; number 4, C, carries -0.39

---

[2]
C30H24LuN2O3PSSe | ωB97M-V with the def2-TZVPD basis set

The geometry in XYZ format:
```
63
Properties=species:S:1:pos:R:3
Lu 1.45431 1.35031 -0.37597
Se 1.52418 -1.68297 -2.18805
S 0.31289 2.15158 -2.71464
P -1.13050 0.42651 -0.05990
O 0.43214 3.05278 -3.79385
O 0.17691 2.76613 -1.34153
O 1.52433 1.25284 -2.47969
N 2.04019 -3.27147 -1.65981
N 1.85895 -0.95256 -0.54504
C -0.64812 -2.55319 2.61960
C -1.18048 -3.65610 0.55504
C 4.23247 1.77367 -0.09941
C -2.79003 -0.39766 -2.11991
C -1.60542 1.00884 -4.18479
C 2.28713 -1.93913 0.24783
C -2.71958 0.21932 -4.44055
C 3.73852 1.41445 1.15769
C -1.63844 0.33673 -1.83834
C -4.62030 2.81408 1.70758
C 2.41696 3.44490 1.21894
C -0.78061 -1.32497 1.99721
C -2.49001 1.35969 0.68535
C -2.59989 2.72210 0.40834
C 2.39347 -3.22854 -0.39329
C -1.33330 -2.42524 -0.07026
C -3.44878 0.72810 1.47644
C 2.82434 2.24640 1.81669
C -3.66624 3.44239 0.91887
C -3.31750 -0.47107 -3.40379
C 2.92628 3.80877 -0.03085
C -1.13629 -1.24707 0.64849
C 2.57928 -1.84165 1.63731
C 3.15941 -4.21761 1.64719
C -1.08069 1.07187 -2.90421
C 3.83016 2.97337 -0.69078
C 3.00481 -2.95042 2.29746
C 2.85548 -4.36810 0.33826
C -0.84430 -3.72244 1.89897
C -4.51103 1.46013 1.98556
H -5.45130 3.38161 2.10284
H 1.72718 4.10035 1.73621
H 3.22589 -2.89012 3.35453
H 2.94478 -5.31346 -0.17756
H -3.37932 -0.32889 1.69623
H 3.51102 -5.05690 2.23061
H -0.62692 -0.41898 2.57853
H -0.74200 -4.68295 2.38537
H -1.58857 -2.40299 -1.11785
H -3.75340 4.49737 0.69923
H -5.25467 0.96795 2.59667
H 4.94336 1.12956 -0.60215
H -1.33471 -4.56347 -0.01249
H -0.39406 -2.59845 3.67006
H 2.45910 1.97919 2.80184
H -3.12931 0.17399 -5.43949
H -1.86846 3.22252 -0.21207
H 4.08239 0.50375 1.62828
H 2.42033 -0.91145 2.16556
H 2.62407 4.74311 -0.48535
H -4.20829 -1.05799 -3.58042
H -1.15798 1.59805 -4.97350
H 4.22819 3.25802 -1.65623
H -3.30804 -0.90458 -1.31699
```

Values from the calculation:
- LUMO energy (eV) = -6.86
- HOMO-LUMO gap (eV) = 7.4
- ΔE to the lowest compared entry with this formula, charge and spin (kJ/mol) = 0.00
- HOMO (eV) = -14.222
- net charge = +2

Atom charges from the natural (NBO) analysis, given in e for atoms 1 to 4: number 1, Lu, carries 1.88; number 2, Se, carries 1.09; number 3, S, carries 2.39; number 4, P, carries 0.79

---

[3]
CH5OP | ωB97M-V with the def2-TZVPD basis set

The geometry in XYZ format:
```
8
Properties=species:S:1:pos:R:3
P 1.06208 0.52496 0.05466
O 3.09639 -0.26843 0.01559
C -0.45279 -0.64530 -0.11832
H -1.38092 -0.21959 0.10971
H -0.33759 -1.01331 -1.19556
H 0.54266 1.47423 0.99395
H 0.68632 1.30410 -1.17927
H -0.25267 -1.52805 0.56758
```

Values from the calculation:
- LUMO energy (alpha / beta) (eV) = -0.70 / -0.73
- HOMO-LUMO gap (alpha / beta) (eV) = 8.9 / 8.9
- ΔE to the lowest compared entry with this formula, charge and spin (kJ/mol) = 442.89
- HOMO (alpha / beta) (eV) = -9.619 / -9.650
- net charge = 0

Atom charges from the natural (NBO) analysis, given in e for atoms 1 to 4: number 1, P, carries 0.85; number 2, O, carries -0.69; number 3, C, carries -0.89; number 4, H, carries 0.24

---

[4]
C36H30CaN5O7PS | ωB97M-V with the def2-TZVPD basis set

The geometry in XYZ format:
```
81
Properties=species:S:1:pos:R:3
Ca -0.06162 1.78285 -0.73110
S -1.91439 -0.05375 -3.17817
P -0.35503 -1.44316 -0.47482
O -0.84867 0.82513 -2.64525
O -3.12941 0.07023 -2.34279
O -1.53097 3.61623 -1.08189
O -3.52555 4.59471 -0.68435
O 4.20420 -2.05096 3.05850
O 2.10464 -1.69766 4.02879
O -2.15204 0.23312 -4.55661
N -2.47349 1.31668 0.18294
N -3.25925 2.49727 0.07716
N 1.89685 1.82584 0.71641
N -0.19853 3.47859 1.51138
N 2.06544 1.31345 -2.03431
C 1.24055 -3.14254 1.12064
C -1.95097 -3.90771 -4.08136
C -1.02340 -2.42998 -1.83936
C 2.74273 -0.20913 2.47042
C 3.09516 -1.50134 3.29142
C -3.57011 -2.05075 1.94930
C 2.18492 1.09444 -3.33860
C 2.32115 -4.01149 1.25000
C -1.00325 -1.04733 2.14724
C -3.10186 5.84217 -1.34100
C -2.79308 -1.97040 0.81410
C 3.25048 0.33501 -3.88134
C -0.16643 4.43371 4.16242
C 3.13100 -3.52146 -0.97479
C -2.65557 3.54915 -0.64431
C -1.40095 -4.57434 -2.96950
C 0.69413 2.97458 2.42212
C 3.14786 -0.18765 1.11407
C -0.87486 5.10681 3.19730
C 3.23537 -4.24809 0.21608
C -0.95587 -3.83246 -1.86874
C -1.50166 -1.82866 -2.99327
C -1.77357 -1.10252 3.30114
C 4.09032 0.11798 -1.67273
C -3.02891 -1.69324 3.19060
C -1.98825 -2.55251 -4.10998
C 1.06614 -2.51550 -0.09685
C 1.95993 0.85760 2.89638
C 1.57268 1.80287 1.99966
C -1.44797 -1.57549 0.94644
C 2.66128 0.79162 0.26409
C 0.66548 3.40122 3.72820
C 2.95158 0.76353 -1.20962
C 4.24209 -0.15445 -2.99437
C -0.85303 4.58195 1.90164
C 2.01601 -2.64212 -1.14402
H 3.92749 -5.05984 0.41742
H -3.14413 5.73939 -2.41233
H 1.44311 1.47958 -3.96164
H -0.07691 4.81938 5.19731
H 1.48460 0.78734 3.91750
H 3.85167 -3.64261 -1.81176
H -3.63509 -1.77826 4.07434
H -2.73880 0.65472 -0.49731
H 5.08018 -0.66420 -3.36341
H 0.05588 -0.75025 2.22522
H -2.39972 -1.89506 -4.93748
H -1.48363 5.02064 1.19180
H -1.35732 -0.87970 4.26324
H -3.90633 6.55468 -1.09023
H -2.28780 -4.49861 -4.90340
H -4.53126 -2.43855 1.85229
H 1.87481 -2.08418 -2.07726
H 4.77727 -0.39168 -0.99038
H -0.65431 -4.34049 -0.95713
H 0.52100 -3.03123 1.90456
H -2.38658 0.97510 1.13494
H 3.85900 -0.91633 0.77135
H -1.36727 5.98738 3.50745
H -3.18161 -2.41546 -0.07817
H 2.46682 -4.54198 2.14438
H -1.41816 -5.63697 -2.90669
H 1.34571 2.96647 4.42698
H -2.09713 6.18318 -1.03299
H -4.27465 2.35943 -0.10595
H 3.25190 0.17605 -4.97197
```

Values from the calculation:
- LUMO energy (eV) = -0.42
- HOMO-LUMO gap (eV) = 7.6
- ΔE to the lowest compared entry with this formula, charge and spin (kJ/mol) = 0.00
- HOMO (eV) = -8.028
- net charge = 0

Atom charges from the Löwdin analysis, given in e for atoms 1 to 4: number 1, Ca, carries 1.37; number 2, S, carries 0.46; number 3, P, carries 1.10; number 4, O, carries -0.54

---

[5]
C24H49N4O4S3 | ωB97M-V with the def2-TZVPD basis set

The geometry in XYZ format:
```
84
Properties=species:S:1:pos:R:3
S -0.78402 -2.24572 -2.78255
S 0.46660 3.88536 2.15332
S 0.04911 5.72019 -0.25244
O -0.64506 -3.66520 -3.46047
O -2.88980 -0.42688 -1.01605
O -1.83329 -1.48946 -3.65032
O -3.18385 -4.46009 3.24574
N 2.08898 3.48103 -0.01432
N 1.23663 -6.22973 -2.18886
N -1.25314 -2.43620 -1.09707
N -4.62321 -3.44912 1.53520
C 1.97245 3.09695 -1.44845
C -3.37795 -4.21492 1.92341
C 4.19729 2.89391 1.31955
C 0.37797 -1.77758 0.62958
C 6.26002 1.16240 0.85636
C 0.85933 -1.38733 -3.04333
C -0.43865 1.73747 -1.19892
C -1.82258 -1.20461 -0.35950
C 3.45897 4.00739 0.34964
C 0.40664 -5.58441 -1.09772
C 4.71108 1.59864 0.41507
C -4.14002 5.49697 0.92038
C 0.89751 -4.07776 -0.67217
C -1.78520 5.30962 -0.52308
C 0.50943 2.75737 -2.04859
C -0.93371 0.22132 1.94071
C -0.30333 -3.10408 -0.12895
C 0.95914 4.29558 0.54030
C -0.63810 -0.45695 0.48036
C -2.59491 4.95600 0.85924
C -2.23306 -4.80327 0.90232
C -1.85745 -0.66695 2.96062
C 0.32629 0.66613 -0.23316
C -0.86590 -3.94072 1.16121
H 1.81784 -5.53721 -2.71685
H -3.56918 -1.07330 -1.40502
H 1.46177 -1.80848 -3.98395
H 4.11018 4.17960 -0.63532
H -2.15249 -2.99452 -1.21370
H 2.44777 3.95840 -2.11384
H 1.64976 -4.22231 0.24283
H 6.88054 1.02484 -0.13843
H 1.60488 -1.54420 -2.12438
H 2.68197 2.15351 -1.62674
H -1.30018 -1.56125 3.47125
H -4.25370 6.06872 1.96202
H -1.47964 1.26392 1.78362
H -4.40642 -2.50099 1.13300
H -5.10243 -3.21903 2.45712
H 3.39656 2.52946 2.12610
H 1.43870 -1.71531 0.14036
H -2.45963 -1.76779 0.47963
H 4.71340 1.83887 -0.74659
H 0.62527 -1.87620 1.77016
H 0.52711 -6.69086 -2.83172
H 3.94469 0.71269 0.64140
H -0.69916 -5.49322 -1.51188
H -1.20830 2.36178 -0.53430
H 6.22383 0.15642 1.45760
H 0.05892 0.48888 2.54918
H 5.11710 3.36394 1.89389
H -2.18320 0.06264 3.84718
H 1.53998 -3.64366 -1.54735
H 0.78958 1.30009 0.66716
H -2.00958 -5.91670 1.26030
H -2.88953 -1.03180 2.48646
H 0.77142 -0.20115 -3.14803
H -0.03555 -4.70262 1.53974
H -1.07086 -3.22073 2.07473
H -0.16393 3.70860 -2.30659
H -2.56795 -4.88853 -0.21681
H -2.36089 6.23056 -1.01852
H 0.68496 2.23883 -3.11096
H -2.58889 3.76618 0.94931
H 1.24626 0.23428 -0.81306
H 0.33621 -6.27281 -0.13240
H -1.03147 1.09369 -2.01145
H -2.02267 5.35155 1.81662
H -4.42840 6.17821 0.01388
H 6.80438 2.00549 1.48335
H -4.83097 4.52911 1.02312
H -1.94588 4.38123 -1.24874
H 3.31359 5.03585 0.88956
```

Values from the calculation:
- LUMO energy (eV) = -3.76
- HOMO-LUMO gap (eV) = 6.8
- ΔE to the lowest compared entry with this formula, charge and spin (kJ/mol) = 729.61
- HOMO (eV) = -10.520
- structure (SMILES) = CCCCN(CCCC[C@]1(CC)C[C@@](CCN)(CCC(N)=O)[N@H+](S(C)(=O)=O)[C@@H]1O)C(=S)SCCC
- net charge = +1

Atom charges from the Löwdin analysis, given in e for atoms 1 to 4: number 1, S, carries 0.85; number 2, S, carries 0.61; number 3, S, carries 0.78; number 4, O, carries -0.33

---

[6]
C39H49ClHgN13O3PS | ωB97M-V with the def2-TZVPD basis set

The geometry in XYZ format:
```
108
Properties=species:S:1:pos:R:3
Hg -1.33244 0.49882 -0.47496
Cl 0.05890 2.07746 -1.55878
S -2.55983 1.23519 -4.00464
P -3.32882 -0.53728 2.54418
O -3.21485 2.31076 -3.29835
O -1.41528 1.59166 -4.80399
O -3.11445 -2.16717 -2.75685
N -1.12957 -1.37410 0.88303
N 2.87136 3.22540 1.53431
N -3.57046 0.31517 -0.11995
N 1.88210 -0.91329 -0.98380
N -5.43756 -0.50159 0.74180
N -1.79208 1.73198 1.91349
N -2.93641 1.95097 3.79965
N 2.33027 0.99042 1.36187
N 1.23463 -1.13105 -3.19246
N -2.30279 -0.03503 -3.02416
N 3.00957 0.26337 -2.66726
N 4.38870 1.72586 2.39947
N -1.34450 -2.49670 2.74981
C 3.40698 -2.55360 3.27745
C 2.49599 -0.27789 1.93010
C -2.55515 3.21311 3.41195
C 2.71264 -1.59243 3.95527
C -6.33623 -1.15386 1.64731
C 2.05272 -0.62495 -2.25361
C 2.29536 -0.42848 3.28526
C -4.76682 -1.73193 -5.22352
C 4.40636 -3.38564 1.18753
C 2.93798 -1.44787 -0.27796
C 0.47616 -2.34052 -2.92278
C -0.22008 -2.39152 0.88486
C -4.08287 -0.35479 0.93453
C -5.76184 0.10500 -0.45322
C 3.85441 -2.30395 -0.88873
C -3.74236 0.43082 -5.06229
C -1.75560 -2.89861 4.07593
C 4.46479 2.14386 3.78160
C 3.85967 4.27417 1.61659
C -2.46572 1.06872 2.85399
C 4.59136 -3.24851 -0.16050
C -1.81824 -1.45469 2.01533
C -1.85218 3.05295 2.25347
C 5.23726 0.60005 2.07683
C 3.58667 1.17734 -1.70571
C 0.84348 -0.39587 -4.38220
C 3.15030 1.90590 1.74188
C 3.58680 -2.45359 1.87225
C -4.33105 0.86422 -6.23507
C -5.38243 -1.31219 -6.39529
C -3.74773 1.61508 4.93775
C 3.72689 0.11701 -3.91286
C -3.08649 -1.09349 -3.34548
C -3.93844 -0.83754 -4.56750
C 1.53657 3.66193 1.18820
C -5.16404 -0.02887 -6.89742
C 2.97821 -1.38692 1.16306
C -0.33424 -3.09480 2.03935
C -4.60611 0.59280 -0.97110
H 1.27057 4.52050 1.81295
H 0.47366 -2.53035 0.08213
H -2.81421 -2.68433 4.20974
H -3.36790 0.71182 5.41555
H 1.08221 0.65781 -4.27047
H 0.83556 2.85011 1.35576
H -7.33171 -1.17051 1.20811
H 2.54830 -1.68323 5.02295
H 0.22224 -3.93028 2.42194
H -4.45373 1.16151 -1.87028
H 2.84847 1.40283 -0.93676
H -6.01214 -2.17884 1.84336
H -4.90761 -2.72685 -4.82225
H -0.59287 -2.14482 -2.96703
H 5.04936 0.26891 1.05921
H 1.31683 -0.79847 -5.28426
H 3.80617 4.81150 2.57178
H 3.72091 2.91456 3.97859
H 3.88158 -2.34854 -1.97228
H -1.58372 -3.96863 4.18554
H 0.73350 -3.11035 -3.65715
H -1.40403 3.81627 1.64030
H 0.71657 -2.70290 -1.92816
H -6.03180 -1.99005 -6.93589
H -5.64211 0.27103 -7.82211
H 3.48787 0.90724 -4.63081
H -6.37472 -0.62276 2.60569
H 4.27701 1.30349 4.46338
H 3.50067 -0.84559 -4.36757
H 4.89584 -4.17004 1.75118
H 5.45443 2.55759 4.00527
H 5.25099 -3.92460 -0.69291
H 4.48699 0.75587 -1.24140
H 1.47440 3.95069 0.13737
H 1.86124 0.40085 3.83130
H 5.09082 -0.25322 2.74825
H -4.78569 1.43046 4.64157
H 4.80177 0.15011 -3.70718
H 3.85612 2.10065 -2.22271
H -6.77022 0.12304 -0.82700
H -3.71924 2.43447 5.65448
H 6.28288 0.91790 2.15237
H -4.14842 1.85956 -6.61739
H 3.83731 -3.40379 3.79393
H -2.78912 4.08695 3.99513
H -1.18520 -2.36547 4.83857
H 4.86098 3.86908 1.50224
H 3.67403 4.99627 0.81817
H -0.23429 -0.46875 -4.49081
```

Values from the calculation:
- spin multiplicity = 2
- LUMO energy (alpha / beta) (eV) = 2.46 / 2.43
- HOMO-LUMO gap (alpha / beta) (eV) = 4.0 / 6.9
- ΔE to the lowest compared entry with this formula, charge and spin (kJ/mol) = 31.14
- HOMO (alpha / beta) (eV) = -1.512 / -4.461
- net charge = -1

Atom charges from the Löwdin analysis, given in e for atoms 1 to 4: number 1, Hg, carries 0.87; number 2, Cl, carries -0.06; number 3, S, carries 0.57; number 4, P, carries 1.03